Entry 1:
{
  "formula": "C9H22AsO6PbS4",
  "method": "ωB97M-V/def2-TZVPD",
  "symbols": ["Pb", "O", "S", "O", "O", "O", "C", "C", "O", "C", "C", "H", "H", "H", "H", "H", "H", "H", "H", "H", "H", "C", "As", "C", "C", "S", "H", "H", "H", "H", "H", "H", "H", "H", "H", "C", "O", "C", "S", "S", "H", "H", "H"],
  "positions_angstrom": [[-0.902115, 0.034706, 1.043105], [1.211512, -2.089921, -0.412022], [-0.188838, -2.466930, -1.342824], [0.014210, -1.589676, -2.519624], [-1.307929, -1.992227, -0.478424], [-0.177249, -3.908679, -1.437536], [-3.751580, -0.022455, -1.241550], [-2.604588, 0.778302, -1.867997], [-1.932112, 1.492248, -0.809081], [-1.303143, 2.701195, -1.256114], [-1.214350, 3.678484, -0.115037], [-4.419877, -0.366819, -2.023589], [-4.342453, 0.553742, -0.532707], [-3.301715, -0.901032, -0.772424], [-2.928915, 1.571067, -2.576314], [-1.825346, 0.108024, -2.375746], [-1.894919, 3.131105, -2.082789], [-0.250093, 2.519064, -1.612565], [-2.204801, 3.859971, 0.301126], [-0.795474, 4.628001, -0.428573], [-0.573992, 3.286000, 0.697902], [4.136005, -1.008616, 0.311830], [2.578263, -0.881381, -0.937381], [3.220700, -2.267266, -2.238469], [2.360958, 0.462458, -2.410866], [1.610077, 0.651146, 0.574428], [4.716094, -1.886358, 0.037381], [3.731521, -1.084971, 1.321337], [4.751366, -0.087587, 0.282055], [4.224194, -2.091456, -2.614527], [2.465783, -2.311085, -3.024950], [3.176067, -3.177030, -1.601262], [3.267017, 0.499585, -3.026545], [2.108625, 1.446483, -2.030233], [1.494262, 0.047075, -2.977745], [-0.996777, -1.523855, 5.236776], [-1.209383, -0.511681, 4.226655], [-1.308221, 0.800115, 4.671541], [-1.543322, 1.223160, 6.249302], [-1.210541, 1.919151, 3.382204], [-0.660719, -2.388187, 4.677858], [-1.948852, -1.623079, 5.766928], [-0.269354, -1.210796, 5.966467]],
  "forces_ev_per_a": [[0.596, 0.015, 0.660], [-1.042, -0.183, -0.908], [1.641, 1.450, 1.171], [-0.622, -1.566, 0.837], [0.917, -0.232, -0.807], [0.132, 0.903, -0.684], [0.760, -0.094, -0.501], [0.750, -0.243, -0.363], [0.083, 0.591, -0.291], [1.070, 0.117, -0.258], [-0.065, -0.352, 0.864], [-0.090, -0.143, -0.191], [0.173, 0.165, 0.058], [-0.326, 0.080, 0.120], [-0.136, -0.714, 0.204], [-1.229, 0.738, 0.524], [0.186, -0.215, 0.221], [-0.984, -0.228, 0.057], [-0.040, 0.049, 0.069], [0.124, 0.120, -0.203], [-0.247, 0.140, -0.362], [-0.128, 0.481, -0.363], [-0.715, 0.119, -0.241], [-0.715, -0.509, 1.296], [-0.213, -0.398, -0.025], [-0.700, 0.138, 0.230], [0.115, 0.016, 0.017], [-0.076, -0.095, -0.191], [-0.399, -0.478, -0.196], [0.073, 0.162, -0.024], [0.206, -0.163, 0.004], [0.177, 0.279, -0.789], [-0.180, -0.172, 0.030], [0.072, -0.050, 0.156], [0.750, 0.253, 0.352], [-0.906, 0.746, -0.453], [0.582, 0.759, 0.810], [-0.122, -0.468, -0.978], [0.067, -0.296, 0.204], [0.039, -0.058, -0.240], [-0.203, -0.281, 0.106], [0.194, -0.562, -0.040], [0.428, 0.177, 0.120]],
  "charge": -1,
  "e_lumo_ev": 2.71,
  "orbital_gap_ev": 7.35,
  "de_lowest_ev": 0.717,
  "max_force_ev_per_a": 2.48,
  "homo_ev": -4.6
}

Entry 2:
{
  "formula": "C9H22Cr2F3K3N2O17S4",
  "method": "ωB97M-V/def2-TZVPD",
  "symbols": ["Cr", "Cr", "K", "K", "K", "S", "O", "O", "O", "O", "S", "O", "O", "O", "O", "S", "O", "O", "O", "O", "C", "F", "F", "F", "S", "O", "O", "O", "C", "C", "C", "O", "C", "N", "H", "H", "H", "H", "H", "H", "H", "H", "H", "H", "H", "C", "C", "C", "O", "C", "N", "H", "H", "H", "H", "H", "H", "H", "H", "H", "H", "H"],
  "positions_angstrom": [[2.487283, -1.274026, -3.236525], [0.001101, 2.447388, -1.402270], [0.224664, -3.814042, -0.912558], [3.654160, -2.973739, 1.047299], [3.766908, 1.427615, 0.148564], [3.348662, -3.711249, -2.318749], [4.166652, -4.705501, -2.964463], [3.938880, -2.375322, -2.177480], [2.164556, -3.415120, -3.081649], [2.880925, -4.127357, -1.059535], [1.078750, -0.577584, -0.147391], [0.753524, 0.855876, -0.312883], [1.539085, -1.075613, -1.435493], [2.137954, -0.688056, 0.866874], [0.024555, -1.411079, 0.331032], [2.513870, 1.890892, -3.350733], [1.178779, 1.886234, -2.900005], [2.427372, 2.109736, -4.768370], [3.161451, 2.929475, -2.570711], [3.146573, 0.602933, -3.019818], [-2.167802, -2.321123, -4.438851], [-1.843600, -2.644140, -3.201702], [-2.078298, -3.450722, -5.154016], [-3.372932, -1.846307, -4.541891], [-0.840174, -0.962846, -4.980487], [0.288919, -1.109000, -4.044624], [-0.306380, -1.175030, -6.367067], [-1.587041, 0.297556, -4.947548], [1.227208, -0.721832, 5.927920], [0.632264, -0.844521, 4.427908], [0.037791, 0.388721, 3.857904], [-1.002013, 0.937421, 4.624625], [-0.844382, 2.292338, 5.096818], [1.739194, -1.412825, 3.668701], [2.054871, -0.012638, 5.917802], [1.463399, -1.578504, 6.559128], [0.396256, -0.234554, 6.438001], [-0.118077, -1.619245, 4.270114], [-0.407656, 0.192238, 2.882681], [0.850976, 1.111671, 3.793327], [0.191942, 2.374267, 5.424582], [-1.675064, 2.622385, 5.720639], [-0.993128, 2.865631, 4.181771], [1.703409, -2.421986, 3.648557], [1.554594, -1.206215, 2.697450], [-3.711171, 0.173002, -1.448578], [-2.628340, 1.257771, -1.435252], [-2.408410, 1.640392, 0.075290], [-1.408008, 2.664967, 0.140232], [-1.449585, 3.432344, 1.322041], [-1.337286, 0.929708, -2.009968], [-4.156494, -0.081063, -2.410476], [-4.401808, 0.400536, -0.636576], [-3.226615, -0.762127, -1.167793], [-2.967272, 2.161104, -1.942402], [-1.926365, 0.791845, 0.560777], [-3.255769, 2.019680, 0.646452], [-2.318768, 4.089748, 1.342782], [-0.534205, 4.022974, 1.285441], [-1.331811, 2.892113, 2.261402], [-1.496188, 0.815434, -3.000811], [-0.941885, 0.029371, -1.779437]],
  "forces_ev_per_a": [[-0.429, -0.904, -0.866], [1.149, -1.098, -1.277], [0.303, 0.341, -0.665], [-0.005, 0.300, -0.348], [-0.342, -0.073, -0.849], [2.535, -1.196, -3.472], [0.444, 0.372, 0.349], [2.299, 2.182, 0.498], [-3.835, 1.435, -2.977], [-1.429, -2.073, 6.043], [1.971, 0.171, -0.609], [0.028, 0.415, 1.331], [-0.582, -0.249, 0.594], [1.826, 0.508, 0.494], [-3.126, -0.956, 0.591], [3.468, 2.155, -3.394], [-7.633, -0.330, 3.299], [1.069, -0.115, -0.338], [1.505, 0.801, 1.229], [0.967, -1.903, 0.579], [2.757, 0.429, -1.967], [-0.481, -0.205, 1.629], [-0.081, 0.380, -0.057], [-0.978, 0.244, 0.388], [2.540, 0.936, -4.950], [-0.993, -0.085, 1.042], [-2.000, -0.754, 2.819], [-0.198, -0.960, 1.609], [-2.447, 1.356, -1.086], [1.171, -3.235, 2.469], [0.474, 1.522, -0.131], [-1.117, -0.220, 1.515], [0.234, -1.063, -2.225], [0.855, 0.703, -1.721], [0.128, -0.172, -0.160], [0.073, -0.420, -0.849], [0.080, 0.223, 0.554], [-0.770, 0.094, 1.264], [0.485, -0.156, -0.359], [0.189, 0.402, -0.492], [-0.303, 0.610, 0.670], [0.457, -0.635, 0.591], [0.446, 0.760, 0.076], [-0.241, -0.221, 0.719], [0.338, 0.379, -0.626], [0.941, -0.516, 0.275], [-0.955, 0.218, 1.820], [0.784, -0.544, -0.871], [-0.059, 0.413, -0.486], [1.173, 0.886, 0.147], [-0.660, 0.416, -0.667], [-0.219, 0.669, 0.037], [-0.527, -0.099, -0.467], [0.137, -0.152, 0.276], [-0.129, 0.031, -0.119], [-0.451, -0.387, 0.262], [-0.349, -0.336, -0.398], [-0.067, -0.099, 0.014], [-0.162, 0.438, -0.013], [-0.466, -0.664, -0.311], [0.260, 0.338, -1.089], [-0.049, -0.307, 0.652]],
  "charge": 0,
  "e_lumo_ev": [-1.18, -1.23],
  "s_squared": 20.02,
  "orbital_gap_ev": [6.24, 7.32],
  "max_force_ev_per_a": 8.32,
  "homo_ev": [-7.4, -8.5],
  "spin_multiplicity": 9
}

Entry 3:
{
  "formula": "C9H22EuIO3P2",
  "method": "ωB97M-V/def2-TZVPD",
  "symbols": ["C", "I", "H", "H", "H", "Eu", "P", "C", "C", "H", "H", "H", "H", "H", "H", "C", "H", "H", "H", "P", "C", "C", "H", "H", "H", "C", "H", "H", "H", "H", "H", "H", "C", "O", "O", "C", "O", "H"],
  "positions_angstrom": [[0.290794, -0.031297, -4.198663], [-0.793477, -0.463111, -2.365164], [1.369409, 0.098166, -4.073010], [-0.158653, 0.866396, -4.629022], [0.082792, -0.886426, -4.858030], [0.622279, -0.070619, 0.274601], [-0.082205, 2.906335, -0.050625], [-1.603163, 3.892381, -0.311439], [0.594432, 3.780729, 1.417230], [0.616866, 4.864721, 1.228449], [0.966751, 4.764993, -1.237585], [1.609796, 3.417157, 1.627666], [2.085610, 3.374689, -1.054204], [-2.304154, 3.703934, 0.513664], [-0.027206, 3.572862, 2.299690], [1.052354, 3.671517, -1.285161], [-1.370460, 4.968521, -0.349326], [0.804883, 3.318891, -2.295141], [-2.085348, 3.591066, -1.251279], [0.012973, -2.933835, 0.459593], [-1.519764, -3.912844, 0.370390], [1.071794, -3.833824, -0.730527], [1.774122, -3.324291, 2.087249], [0.654686, -4.721287, 1.945779], [0.159671, -3.240820, 2.855745], [0.722897, -3.626657, 1.996150], [2.111388, -3.502474, -0.601053], [0.987877, -4.907784, -0.518801], [-1.264837, -4.976893, 0.496654], [-2.006633, -3.747593, -0.600615], [0.743878, -3.607084, -1.753567], [-2.193992, -3.588575, 1.176318], [-1.970430, -0.122112, 0.453978], [-3.036751, -0.318015, 0.836095], [-0.315882, -0.566699, 2.582112], [0.518161, 0.266785, 3.063859], [1.342487, 0.902212, 2.319108], [0.537054, 0.420900, 4.158870]],
  "forces_ev_per_a": [[-0.035, -0.143, -0.855], [0.179, 0.026, -1.338], [-0.370, -0.118, 0.423], [0.003, -0.150, 0.325], [0.070, 0.274, 0.428], [-0.130, 0.742, 2.368], [0.609, 1.443, 0.347], [-0.484, -0.545, -0.174], [0.004, -0.400, 0.379], [-0.047, -0.382, 0.012], [0.023, -0.315, -0.009], [-0.290, 0.183, -0.001], [-0.211, 0.178, -0.105], [0.140, 0.097, -0.238], [0.208, 0.134, -0.202], [-0.024, -0.655, -0.311], [0.075, -0.457, 0.040], [0.118, 0.234, 0.143], [0.033, 0.167, 0.233], [0.539, -1.362, 0.212], [-0.456, 0.555, -0.132], [-0.076, 0.461, -0.275], [-0.196, -0.147, 0.110], [0.054, 0.299, 0.060], [0.227, -0.218, -0.124], [-0.050, 0.581, 0.267], [-0.155, -0.245, -0.128], [0.134, 0.268, -0.193], [-0.094, 0.414, -0.069], [0.002, -0.185, 0.284], [0.186, -0.270, 0.156], [0.091, -0.213, -0.265], [-3.949, -0.811, 1.826], [3.617, 0.782, -1.482], [1.004, 0.995, -0.721], [-0.259, -0.518, -0.011], [-0.545, -0.763, -0.597], [0.055, 0.064, -0.384]],
  "charge": 2,
  "e_lumo_ev": [-9.77, -7.68],
  "s_squared": 12.04,
  "orbital_gap_ev": [6.24, 8.31],
  "de_lowest_ev": 0.000,
  "max_force_ev_per_a": 4.43,
  "homo_ev": [-16.0, -16.0],
  "spin_multiplicity": 7
}